[1]
A 4-piece molecular cluster, C3H14O3 overall in a non-equilibrium geometry. Source: OMol25; level of theory: the ωB97M-V functional and the def2-TZVPD basis.

- Gap between HOMO and LUMO: 10.88 eV
- Relative energy (zero: lowest compared OMol25 entry of this formula, charge and spin): 40.9 kcal per mole
- Highest occupied orbital energy: -0.3977 Eh
- E_LUMO: 0.1 eV
- 2S+1: 1
- Structure (SMILES): CCC.O.O.O
- Calculated total energy: -348.35237 hartree

Geometry as XYZ:
```
20
Properties=species:S:1:pos:R:3:lowdin_charge:R:1
C -0.80 1.54 -1.15 -0.14
C -1.53 0.21 -0.94 -0.26
C -0.52 -0.88 -1.50 -0.13
H -0.18 1.44 -2.03 0.06
H -0.16 1.96 -0.41 0.04
H -1.50 2.37 -1.32 0.07
H -2.38 0.04 -1.60 0.09
H -1.55 0.08 0.16 0.09
H -0.84 -1.84 -1.13 0.05
H -0.42 -0.75 -2.61 0.09
H 0.52 -0.78 -1.15 0.05
O 0.20 -2.43 1.54 -0.05
H -0.02 -1.62 1.08 -0.01
H 0.89 -2.20 2.17 0.03
O 2.13 0.46 0.26 -0.11
H 1.91 -0.23 0.93 0.01
H 2.77 0.83 0.93 0.07
O 0.63 0.31 1.96 -0.10
H 0.63 1.28 1.97 0.08
H 0.22 0.23 2.84 0.09
```

[2]
C28H25ClOSiSn as an isolated structure in a non-equilibrium geometry. Source: OMol25; level of theory: the ωB97M-V functional and the def2-TZVPD basis.

- Gap between HOMO and LUMO (spin up / spin down): 6.19 / 5.99 eV
- Highest occupied orbital energy (spin up / spin down): -0.3054 / -0.2935 Eh
- E_LUMO (spin up / spin down): -2.1 / -2.0 eV
- 2S+1: 1
- Calculated total energy: -2121.04212 hartree

Geometry as XYZ:
```
57
Properties=species:S:1:pos:R:3:lowdin_charge:R:1
C 0.87 -2.01 0.87 -0.19
C 0.94 -2.04 -0.54 -0.23
C -0.38 -2.04 -1.04 -0.22
H 1.84 -2.08 -1.13 0.12
C -1.26 -1.96 0.07 -0.19
C -0.48 -1.95 1.24 -0.19
H -0.86 -1.85 2.25 0.08
H 1.71 -1.95 1.54 0.12
H -0.67 -2.02 -2.07 0.12
H -2.34 -1.90 0.02 0.12
Sn 0.00 0.00 0.00 1.00
Cl 0.70 1.23 1.72 0.32
C 0.11 2.91 -4.73 -0.11
C -1.11 2.28 -5.07 -0.09
C -0.80 1.06 -5.71 -0.09
H -2.10 2.66 -4.87 0.10
C 0.60 0.94 -5.76 -0.12
C 1.16 2.08 -5.16 -0.07
H 2.22 2.29 -5.04 0.11
H 0.21 3.87 -4.22 0.09
H -1.52 0.34 -6.09 0.10
H 1.15 0.11 -6.20 0.09
O -1.47 0.48 1.30 -0.67
Si -1.99 0.72 2.94 0.60
C -1.99 -0.82 4.09 -0.23
C -0.77 -1.44 4.48 -0.15
C -0.74 -2.54 5.33 -0.08
C -1.93 -3.06 5.84 -0.09
C -3.15 -2.46 5.50 -0.08
C -3.18 -1.35 4.64 -0.07
C -0.87 1.90 4.02 -0.30
C -0.40 1.51 5.30 -0.09
C 0.45 2.33 6.05 -0.09
C 0.83 3.56 5.55 -0.10
C 0.36 3.99 4.32 -0.09
C -0.49 3.17 3.56 -0.19
C -3.68 1.54 3.09 -0.22
C -4.84 0.88 2.65 -0.11
C -6.10 1.46 2.87 -0.09
C -6.21 2.70 3.51 -0.09
C -5.06 3.36 3.93 -0.08
C -3.81 2.78 3.74 -0.07
H 0.17 -1.05 4.10 0.11
H 0.20 -3.00 5.59 0.10
H -1.91 -3.91 6.50 0.10
H -4.07 -2.85 5.91 0.10
H -4.14 -0.91 4.41 0.08
H -0.66 0.58 5.77 0.08
H 0.81 1.99 7.02 0.10
H 1.50 4.19 6.14 0.10
H 0.66 4.96 3.94 0.10
H -0.84 3.52 2.59 0.10
H -4.77 -0.09 2.18 0.10
H -6.99 0.94 2.56 0.10
H -7.17 3.14 3.69 0.10
H -5.13 4.32 4.44 0.10
H -2.96 3.33 4.11 0.08
```

[3]
One molecule with the formula C3H10N2S in a non-equilibrium geometry. Source: OMol25; level of theory: the ωB97M-V functional and the def2-TZVPD basis.

- Gap between HOMO and LUMO: 10.09 eV
- Relative energy (zero: lowest compared OMol25 entry of this formula, charge and spin): 8.9 kcal per mole
- Highest occupied orbital energy: -0.3343 Eh
- E_LUMO: 1.0 eV
- 2S+1: 1
- Structure (SMILES): NCNCCS
- Calculated total energy: -627.98042 hartree

Geometry as XYZ:
```
16
Properties=species:S:1:pos:R:3:lowdin_charge:R:1
N 0.33 2.86 2.08 0.00
C 0.70 2.04 0.97 -0.35
N -0.13 0.84 0.87 -0.08
C 0.29 -0.07 -0.20 -0.34
C -0.85 -1.03 -0.52 -0.55
S -0.25 -2.41 -1.60 0.67
H 0.14 2.30 2.91 0.07
H -0.42 3.52 1.96 0.06
H 0.67 2.66 0.07 0.12
H 1.72 1.68 1.13 0.11
H -1.09 1.13 0.68 0.10
H 0.65 0.40 -1.13 0.11
H 1.07 -0.69 0.22 0.11
H -1.18 -1.55 0.38 0.07
H -1.65 -0.52 -1.04 0.06
H 0.69 -1.71 -2.24 -0.16
```

[4]
A 2-piece molecular cluster, C3H7N3O2 overall in a non-equilibrium geometry. Source: OMol25; level of theory: the ωB97M-V functional and the def2-TZVPD basis.

- Gap between HOMO and LUMO: 7.00 eV
- Relative energy (zero: lowest compared OMol25 entry of this formula, charge and spin): 256.1 kcal per mole
- Highest occupied orbital energy: -0.3292 Eh
- E_LUMO: -2.0 eV
- 2S+1: 1
- Calculated total energy: -432.91459 hartree

Geometry as XYZ:
```
15
Properties=species:S:1:pos:R:3:lowdin_charge:R:1
C 1.10 0.00 -0.41 -0.46
C -1.20 0.61 0.17 -0.24
C -1.96 -0.67 0.18 -0.29
H 2.01 -0.05 1.90 0.28
H 0.67 -2.00 -0.27 0.14
H 1.45 2.01 -0.25 0.13
H 0.06 1.35 -1.15 0.05
H -1.92 1.46 -0.19 0.16
H -0.90 0.83 1.17 0.11
H -3.22 -0.62 0.23 0.16
N 1.36 -1.30 -0.59 0.00
N 1.82 0.99 0.15 0.07
N -0.30 0.47 -0.92 0.00
O 2.52 -1.39 0.12 -0.18
O -1.50 -1.70 -0.15 0.07
```

[5]
One molecule with the formula C4H5N5O2S in a non-equilibrium geometry. Source: OMol25; level of theory: the ωB97M-V functional and the def2-TZVPD basis.

- Gap between HOMO and LUMO: 9.16 eV
- Relative energy (zero: lowest compared OMol25 entry of this formula, charge and spin): 87.3 kcal per mole
- Highest occupied orbital energy: -0.3321 Eh
- E_LUMO: 0.1 eV
- 2S+1: 1
- Structure (SMILES): [H]/N=C(/N)N(c1nccs1)[N+](=O)[O-]
- Calculated total energy: -977.71115 hartree

Geometry as XYZ:
```
17
Properties=species:S:1:pos:R:3:lowdin_charge:R:1
H 2.50 -2.73 1.14 0.05
N 2.41 -1.77 1.09 0.20
C 1.82 -0.90 0.52 -0.38
N 1.81 0.43 0.70 0.16
N 0.79 -1.32 -0.80 0.06
C -0.46 -0.70 -1.00 -0.52
N -0.69 0.56 -0.75 0.02
C -1.99 0.86 -0.81 -0.26
C -2.80 -0.16 -1.17 -0.40
S -1.96 -1.70 -1.29 1.03
N 1.35 -2.12 -1.77 -0.45
O 0.71 -2.30 -2.77 0.05
O 2.41 -2.63 -1.55 0.08
H 2.47 0.76 1.37 0.11
H 1.09 0.96 0.28 0.06
H -2.35 1.92 -0.49 0.14
H -3.83 -0.20 -1.17 0.03
```

[6]
C8H10N5O6S3V as an isolated structure. Source: OMol25; level of theory: the ωB97M-V functional and the def2-TZVPD basis.

- Gap between HOMO and LUMO (spin up / spin down): 7.39 / 7.64 eV
- Relative energy (zero: lowest compared OMol25 entry of this formula, charge and spin): 3.1 kcal per mole
- Highest occupied orbital energy (spin up / spin down): -0.4556 / -0.4571 Eh
- E_LUMO (spin up / spin down): -5.0 / -4.8 eV
- 2S+1: 2
- Total charge: +1
- Calculated total energy: -3174.38946 hartree

Geometry as XYZ:
```
33
Properties=species:S:1:pos:R:3:lowdin_spin:R:1
V -1.42 0.00 0.44 1.07
C 2.99 -0.17 0.37 0.00
C 1.53 -0.06 0.09 0.00
N 0.63 -0.28 0.98 -0.01
N 0.94 -0.63 2.25 0.00
C -0.03 -0.65 3.19 0.00
N 0.34 -0.99 4.42 0.00
S -1.64 -0.27 2.86 -0.01
C 0.98 0.30 -1.24 0.00
C 1.75 0.50 -2.36 0.00
C 1.13 0.83 -3.56 0.00
C -0.25 0.96 -3.59 0.00
C -0.97 0.75 -2.42 0.00
N -0.37 0.42 -1.29 -0.01
H 3.24 0.34 1.30 0.00
H 3.58 0.28 -0.42 0.00
H 3.28 -1.22 0.45 0.00
H 1.90 -0.88 2.46 0.00
H 1.29 -1.20 4.67 0.00
H -0.36 -1.06 5.15 0.00
H 2.83 0.39 -2.32 0.00
H 1.72 0.98 -4.45 0.00
H -0.77 1.20 -4.50 0.00
H -2.05 0.82 -2.39 0.00
O -2.59 1.76 0.15 0.00
N -1.72 2.53 0.66 0.00
O -1.82 3.69 0.82 0.02
O -0.67 1.86 1.01 -0.02
O -3.80 -3.05 -0.08 0.00
S -2.85 -2.18 -0.67 0.00
O -2.81 -1.96 -2.08 0.00
O -3.03 -0.68 -0.01 -0.05
S -0.99 -2.35 0.11 0.00
```